(1)
{"formula": "C14H26BrClIMgNO3S", "method": "ωB97M-V/def2-TZVPD", "total_energy_ev": -129499.782, "gap_ev": 4.02, "charge": 2, "e_lumo_ha": -0.387, "spin_multiplicity": 1, "elements": ["C", "C", "C", "C", "N", "C", "C", "C", "C", "Cl", "C", "C", "C", "I", "C", "C", "C", "Br", "O", "S", "O", "O", "H", "H", "H", "H", "H", "H", "H", "H", "H", "H", "H", "H", "H", "H", "H", "H", "H", "H", "H", "H", "H", "H", "H", "H", "H", "H", "Mg"], "positions_angstrom": [[-2.00820, 3.53454, -1.42665], [-2.82759, 3.22893, -0.17657], [-3.29025, 1.76107, -0.09395], [-2.52095, 0.90382, 0.92390], [-2.01532, -0.35141, 0.30891], [-0.82963, -0.99992, 0.82623], [-0.87434, -1.60988, 2.23599], [-1.10524, -0.68835, 3.45281], [0.03321, -0.72933, 4.48355], [-0.53447, -1.20163, 6.10625], [-0.47622, -2.12618, -0.17526], [0.01810, -1.59239, -1.51144], [1.43650, -1.11075, -1.38383], [2.77544, -3.25953, -1.72472], [2.07386, -0.29101, -2.45709], [3.52442, 0.13300, -2.17990], [4.46939, 0.04787, -3.37300], [5.72690, -1.44314, -3.25078], [1.74512, -0.72410, -0.15850], [0.55887, 0.21724, 0.70100], [0.27944, 1.24532, -0.23953], [1.20881, 0.42849, 1.94048], [-1.67228, 4.57241, -1.44089], [-2.60529, 3.36359, -2.32632], [-1.12583, 2.89146, -1.49022], [-3.70595, 3.87749, -0.17007], [-2.25245, 3.49290, 0.71733], [-4.35177, 1.73111, 0.15721], [-3.17080, 1.29261, -1.07570], [-1.68127, 1.46758, 1.33893], [-3.17242, 0.66253, 1.76956], [-2.75241, -1.04881, 0.36466], [0.04056, -2.19246, 2.38654], [-1.68625, -2.34289, 2.16877], [-1.24830, 0.34556, 3.13837], [-2.01757, -1.01032, 3.95387], [0.51093, 0.24157, 4.59190], [0.80620, -1.44474, 4.20217], [0.29862, -2.75964, 0.26677], [-1.36881, -2.73995, -0.30303], [-0.08771, -2.31655, -2.32149], [-0.56352, -0.70095, -1.80116], [1.95508, -0.79779, -3.41953], [1.41016, 0.58857, -2.47914], [3.52088, 1.16246, -1.81641], [3.92643, -0.45932, -1.35495], [3.95320, -0.09150, -4.32112], [5.10330, 0.92508, -3.45537], [4.56939, -4.08266, -0.10857]]}


(2)
{"formula": "C14H26Cl2FGeNSiV", "method": "ωB97M-V/def2-TZVPD", "total_energy_ev": -134243.832, "gap_ev": [7.47, 6.93], "charge": 3, "e_lumo_ha": [-0.374, -0.396], "spin_multiplicity": 1, "elements": ["V", "C", "Si", "C", "C", "N", "C", "C", "C", "C", "C", "C", "F", "H", "H", "H", "H", "H", "H", "H", "H", "H", "H", "H", "H", "H", "Cl", "C", "Cl", "H", "H", "C", "Ge", "C", "C", "C", "H", "H", "H", "H", "H", "H", "H", "H", "H", "H", "H"], "positions_angstrom": [[1.23110, 0.46479, 0.91261], [1.47337, 2.24320, 2.82218], [0.65471, 0.86606, 3.82513], [1.77459, -0.18601, 4.83666], [-1.13930, 1.17909, 4.11324], [0.50804, -0.32592, 2.23833], [-0.20455, -1.54167, 2.29210], [-0.80434, -2.15168, 3.39075], [-1.43122, -3.37653, 3.21601], [-1.45990, -4.00275, 1.97497], [-0.85368, -3.41556, 0.86367], [-0.25508, -2.20971, 1.07902], [0.41042, -1.52801, 0.07473], [2.24734, 2.83843, 3.30938], [0.74346, 2.91531, 2.38077], [2.10306, 1.74593, 2.04526], [2.37142, 0.41752, 5.52575], [2.46801, -0.72405, 4.18876], [1.22741, -0.90907, 5.44079], [-1.28262, 2.15418, 4.58791], [-1.62137, 0.44510, 4.75489], [-1.64992, 1.20778, 3.15021], [-0.77727, -1.69906, 4.37053], [-1.89611, -3.85724, 4.06549], [-1.94452, -4.96334, 1.86768], [-0.84052, -3.89206, -0.10692], [2.15951, -0.06307, -1.45380], [3.77204, -0.53025, -0.84237], [3.68510, -0.49043, 0.94304], [4.49940, 0.19997, -1.17919], [3.99467, -1.54150, -1.16487], [-2.69578, 0.39666, -3.77519], [-3.75244, 1.56313, -2.68765], [-3.84260, 3.43256, -3.05771], [-4.80285, 0.80289, -1.28257], [-0.20118, 1.33747, 0.22243], [-3.38907, -0.13423, -4.43766], [-2.19740, -0.35679, -3.16576], [-1.98632, 0.94787, -4.38763], [-4.72417, 3.58444, -3.69292], [-2.96779, 3.77463, -3.60646], [-3.99409, 4.00698, -2.14508], [-5.72241, 0.42671, -1.74658], [-5.08058, 1.54970, -0.54190], [-4.29945, -0.04746, -0.82510], [-1.24552, 1.30103, 0.53262], [-0.04083, 2.01685, -0.62493]]}


(3)
{"formula": "C14H26N2Pt", "method": "ωB97M-V/def2-TZVPD", "total_energy_ev": -21117.310, "s_squared": 6.01, "gap_ev": [8.52, 6.41], "charge": 4, "e_lumo_ha": [-0.505, -0.666], "spin_multiplicity": 5, "elements": ["Pt", "C", "C", "C", "C", "C", "C", "C", "C", "C", "C", "H", "H", "H", "H", "H", "H", "H", "H", "H", "H", "H", "H", "H", "H", "H", "N", "C", "C", "N", "C", "C", "H", "H", "H", "H", "H", "H", "H", "H", "H", "H", "H"], "positions_angstrom": [[0.71871, 0.31937, 0.22305], [1.20004, -0.49127, -1.99911], [0.60484, 0.83388, -1.95504], [-0.72974, 0.76570, -2.53571], [-0.98021, -0.62412, -2.89392], [0.20647, -1.40874, -2.53553], [0.39938, -2.82188, -2.83922], [-2.14467, -1.13397, -3.58957], [-1.60444, 1.89636, -2.85266], [1.40173, 2.08044, -1.72480], [2.66411, -0.78531, -1.93357], [0.46612, -2.94066, -3.93853], [-0.48218, -3.41518, -2.56792], [1.29618, -3.25664, -2.40740], [-1.87690, -1.20486, -4.67031], [-3.01595, -0.48425, -3.53818], [-2.38673, -2.16499, -3.31545], [-1.36509, 2.80474, -2.30339], [-2.66394, 1.65085, -2.73953], [-1.48060, 2.12932, -3.92806], [2.12062, 2.20234, -2.55337], [2.09218, 2.01974, -0.84832], [0.79440, 2.97524, -1.61976], [3.09199, -0.53852, -2.91624], [2.87560, -1.83325, -1.73332], [3.21367, -0.16800, -1.21804], [-0.85527, 0.21737, 4.99403], [-0.30351, -1.05337, 4.39090], [-0.33081, -0.99630, 2.86713], [0.43898, 0.21040, 2.34268], [-0.15133, 1.47257, 2.94473], [-0.12624, 1.43137, 4.46807], [-0.76653, 0.17972, 6.01736], [-1.86228, 0.29556, 4.81681], [-0.89939, -1.89302, 4.74631], [0.70915, -1.16557, 4.77890], [-1.34758, -0.91944, 2.48225], [0.11969, -1.91134, 2.48696], [1.39879, 0.12070, 2.69258], [-1.16390, 1.57295, 2.55176], [0.43347, 2.33154, 2.61985], [-0.59873, 2.32513, 4.87415], [0.88989, 1.37539, 4.85939]]}


(4)
{"formula": "C14H26N3O12S4", "method": "ωB97M-V/def2-TZVPD", "total_energy_ev": -87301.803, "gap_ev": 7.70, "charge": 1, "e_lumo_ha": -0.161, "spin_multiplicity": 1, "elements": ["C", "C", "C", "N", "S", "N", "C", "C", "C", "C", "C", "N", "H", "H", "H", "H", "H", "H", "H", "H", "H", "H", "H", "H", "H", "H", "C", "C", "O", "S", "O", "O", "O", "H", "H", "H", "H", "C", "C", "O", "S", "O", "O", "O", "H", "H", "H", "H", "C", "C", "O", "S", "O", "O", "O", "H", "H", "H", "H"], "positions_angstrom": [[0.60352, 1.11884, 7.99413], [-0.97417, 1.47530, 7.73140], [-1.26893, 2.08642, 6.20146], [-1.41838, 1.02751, 5.14511], [0.02631, 0.66831, 4.25825], [1.21821, 1.93947, 4.28817], [0.87564, -0.77561, 5.18627], [-0.15756, -1.73872, 5.98850], [0.54783, -3.00593, 6.82375], [2.20060, -2.98287, 6.64434], [3.05323, -1.92479, 5.74779], [2.35363, -0.82287, 5.02209], [0.85174, 1.47071, 9.10458], [0.77503, -0.06259, 8.01369], [1.36481, 1.66559, 7.29486], [-1.72963, 0.62058, 8.02034], [-1.23809, 2.38484, 8.45856], [-2.34321, 2.59928, 6.30860], [-0.53491, 2.96243, 5.95397], [-2.27206, 1.13340, 4.55580], [0.78655, 2.90222, 4.22121], [1.78574, 1.83118, 5.15932], [-1.32647, -1.57249, 5.99947], [-0.04848, -3.77892, 7.46753], [2.81269, -3.84334, 7.18811], [4.23802, -2.00329, 5.66293], [0.39003, 1.94694, -0.12631], [-0.15056, 0.52328, -0.02299], [-1.52112, 0.67006, 0.34142], [-2.09957, 2.04637, -0.31552], [-2.78711, 1.70692, -1.54157], [-2.70362, 2.83465, 0.73336], [-0.66423, 2.71390, -0.70552], [0.60649, 2.35921, 0.86451], [1.28817, 2.00343, -0.74714], [0.38444, -0.07249, 0.72038], [-0.11146, 0.01557, -0.99255], [-2.87388, -0.04190, -5.52550], [-2.94582, 1.43676, -5.15390], [-1.73729, 2.00599, -5.65212], [-1.29325, 1.20763, -7.00337], [-1.75244, 1.96506, -8.14643], [0.07439, 0.77004, -6.84695], [-2.27488, -0.08100, -6.81966], [-2.22677, -0.59104, -4.83395], [-3.86144, -0.51039, -5.54812], [-3.02916, 1.59167, -4.07555], [-3.78402, 1.92942, -5.65793], [1.95588, -1.58511, -9.01093], [0.94866, -2.70828, -8.77914], [1.63732, -3.90579, -9.13196], [3.22115, -3.72799, -8.78511], [3.47193, -4.33546, -7.49701], [3.98650, -4.04649, -9.96799], [3.21458, -2.10926, -8.59127], [2.02877, -1.33428, -10.07409], [1.70875, -0.68502, -8.44169], [0.04634, -2.58992, -9.38377], [0.67154, -2.77711, -7.72188]]}